*w*
The following is a quantum chemistry calculation of a structure of composition C12H26N6O3, from the OMol25 dataset.

## Properties
HOMO energy: -8.435 eV
frontier orbital gap: 8.77 eV
LUMO energy: 0.338 eV

```
! RIJCOSX wB97M-V def2-TZVPD def2/J DEFGRID3
* xyz 0 1
O 0.62 3.44 -0.37
O 0.54 -1.15 2.38
O 0.91 3.11 1.81
N -0.60 0.61 1.64
N -5.67 2.02 -1.04
N 2.12 1.15 0.09
N 4.13 -5.95 -0.28
N 2.51 -4.17 -1.15
N 1.96 -6.45 -0.40
C 1.43 -0.22 0.14
C -2.10 2.61 1.21
C -5.22 2.82 0.27
C -0.79 1.88 0.83
C 0.28 2.88 0.64
C -4.12 3.91 0.12
C 3.53 -3.06 -1.49
C -2.85 3.01 -0.19
C 2.85 -1.65 -1.27
C 0.49 -0.21 1.45
C 2.96 -5.49 -0.74
C 2.23 -1.59 0.04
H -1.02 0.65 2.54
H 3.76 -0.94 -1.36
H -6.14 3.27 0.80
H 1.44 3.93 1.51
H -1.90 3.20 2.17
H 1.52 -2.37 0.30
H 1.05 -0.24 -0.92
H -0.84 1.77 -0.24
H 0.60 -6.11 -0.51
H -4.53 4.44 -0.81
H 3.01 0.98 -0.61
H 2.52 1.50 1.31
H 3.97 -3.01 -0.55
H -4.72 2.11 1.06
H 4.39 -3.31 -2.23
H -6.04 2.66 -1.97
H 2.07 -1.63 -2.14
H -4.76 1.72 -1.48
H 2.67 -7.27 0.24
H 5.02 -5.40 -0.94
H 3.06 -1.60 0.93
H -2.23 3.66 -0.93
H 1.67 -3.85 -1.75
H -3.07 1.97 -0.85
H -2.84 1.84 1.73
H -3.87 4.51 1.03
*
```

Here are the natural (NBO) charges for atoms 1 to 4, given in e: atom 1 (O): -0.589, atom 2 (O): -0.630, atom 3 (O): -0.698, atom 4 (N): -0.579


*x*
The following is a quantum chemistry calculation of the molecule C12H26N6O3, from the OMol25 dataset.

## Properties
HOMO energy: -9.009 eV
frontier orbital gap: 9.33 eV
structure (SMILES): [H]/N=C(\N)NCCC[C@H](N)C(=O)N[C@@H](CCCCN)C(=O)O
LUMO energy: 0.326 eV

```
! RIJCOSX wB97M-V def2-TZVPD def2/J DEFGRID3
* xyz 0 1
O 2.40 -1.89 -2.18
O 1.26 -0.51 2.75
O 2.82 -1.55 1.47
N -4.97 -0.03 -0.80
N 1.03 -1.95 -0.42
N 1.01 2.70 2.48
N 0.39 2.57 0.11
N 2.65 0.82 -2.20
N -1.19 2.12 1.82
C -0.64 -2.23 1.31
C -4.06 -1.20 -0.54
C 1.56 -1.15 1.78
C 0.49 -1.38 0.74
C -0.15 2.00 -2.26
C 1.51 0.23 -1.54
C -1.93 -2.26 0.46
C -0.67 2.53 -0.90
C 0.26 0.55 -2.32
C -0.02 2.50 1.45
C -2.68 -0.96 0.21
C 1.73 -1.26 -1.40
H -0.25 -3.27 1.42
H 3.52 0.69 -1.66
H -2.62 -2.94 0.97
H -1.41 1.92 -0.40
H -5.16 0.42 0.09
H -4.55 0.73 -1.30
H -1.19 3.48 -1.12
H -0.87 -1.86 2.30
H 3.38 -1.18 2.18
H 0.16 -0.36 0.52
H -2.88 -0.48 1.21
H -0.97 2.19 -3.01
H -3.89 -1.70 -1.51
H 2.72 0.33 -3.10
H -1.74 -2.69 -0.58
H -2.09 -0.25 -0.39
H 0.47 0.35 -3.39
H -4.71 -1.87 0.04
H -1.26 2.27 2.84
H 1.26 -2.95 -0.40
H 1.95 2.63 2.17
H -0.61 -0.04 -2.02
H 0.70 2.69 -2.59
H 0.92 1.90 3.10
H 1.33 0.66 -0.54
H 1.19 3.16 -0.07
*
```

Here are the natural (NBO) charges for atoms 1 to 4, given in e: atom 1 (O): -0.615, atom 2 (O): -0.615, atom 3 (O): -0.674, atom 4 (N): -0.824


Among the structures above, stability is greatest for *x*.